DFT (ωB97M-V/def2-TZVPD) results for a structure of composition C56H63N6O5STi.

Each line ends with the Mulliken spin population.
Positions of all 132 atoms, in Å:
Ti1 -0.41042 -0.53361 0.27992  1.46
C1 4.61914 -0.71021 -0.60936  0.00
C2 3.41998 -1.65836 -0.55471  0.01
C3 3.61589 -2.81560 -1.53583  0.00
C4 3.18492 -2.15390 0.86206  0.00
C5 3.99752 -3.16670 1.37717  0.00
C6 3.85032 -3.61977 2.67779  0.00
C7 2.88984 -3.03867 3.49558  0.01
C8 2.08496 -2.00180 3.03374  -0.01
C9 1.07830 -1.34162 3.96213  0.00
C10 1.74204 -0.23828 4.79723  -0.01
C11 0.36538 -2.33354 4.87955  0.00
C12 2.23194 -1.57435 1.70222  -0.05
N1 1.34987 -0.56090 1.22115  -0.04
C13 1.64463 0.72290 1.40063  0.21
C14 0.59034 1.69146 1.35796  -0.03
C15 0.63437 3.06078 1.59120  0.15
C16 -0.69971 3.49386 1.65430  -0.05
C17 -1.52041 2.38240 1.45340  0.15
N2 -0.74875 1.27095 1.24316  0.02
C18 -3.03592 2.38022 1.61575  -0.03
C19 -3.37628 2.78192 3.06186  0.02
C20 -3.64117 3.42575 0.66770  0.01
C21 -3.68564 1.00910 1.34025  -0.03
H1 4.73323 -0.28479 -1.61226  0.00
H2 5.54032 -1.24695 -0.34851  0.00
H3 4.49455 0.12004 0.08979  0.00
H4 2.55174 -1.08333 -0.86788  0.03
H5 4.54451 -3.36223 -1.33447  0.00
H6 3.68611 -2.42855 -2.55744  0.00
H7 2.78647 -3.53166 -1.48628  0.00
H8 4.76382 -3.60267 0.74135  0.00
H9 4.48428 -4.41462 3.05708  0.00
H10 2.77682 -3.38753 4.51716  0.00
H11 0.32147 -0.88268 3.33220  0.07
H12 2.56927 -0.65197 5.38682  0.00
H13 1.01638 0.20378 5.48839  0.00
H14 2.13565 0.56492 4.17349  0.00
H15 1.03675 -2.73360 5.64891  0.00
H16 -0.05654 -3.17041 4.31479  0.00
H17 -0.46013 -1.83255 5.39409  0.00
H18 2.65216 1.03187 1.65654  -0.03
H19 1.53120 3.65527 1.70284  0.00
H20 -1.03510 4.50439 1.85527  0.00
H21 -3.01104 3.78740 3.28717  0.00
H22 -2.90959 2.08996 3.76786  -0.01
H23 -4.46246 2.76021 3.21926  0.00
H24 -3.16202 4.40157 0.78766  0.00
H25 -4.71171 3.54643 0.86817  0.00
H26 -3.51973 3.11622 -0.37600  0.00
H27 -4.01804 0.52660 2.25990  0.00
H28 -3.00701 0.30902 0.86454  0.04
H29 -4.56912 1.12642 0.70553  0.00
C22 2.23314 -6.40228 0.12440  0.00
O1 1.17721 -5.72217 -0.55380  0.00
C23 0.15329 -6.43377 -1.05030  0.00
C24 0.01541 -7.81328 -0.91179  0.00
C25 -1.04238 -8.46718 -1.52183  0.00
C26 -1.96708 -7.75842 -2.26746  0.00
C27 -1.85286 -6.37202 -2.36004  0.00
C28 -0.82305 -5.69694 -1.73916  0.00
N3 -0.70680 -4.29010 -1.86690  0.01
C29 -0.55123 -3.37822 -0.84278  0.05
N4 -0.67973 -3.85500 0.40599  -0.01
C30 -1.34582 -3.21053 1.51352  0.00
C31 -1.40662 -1.82947 1.65954  -0.07
C32 -2.06042 -1.41803 2.84227  0.05
C33 -2.61829 -2.28873 3.76586  -0.02
C34 -2.55332 -3.66511 3.55026  0.05
C35 -1.90833 -4.10904 2.41659  -0.02
O2 -1.77746 -5.46989 2.15942  0.00
C36 -2.95312 -6.03414 1.58303  0.00
N5 -0.32493 -2.11424 -1.06116  -0.01
C37 -0.30695 -1.62023 -2.42503  0.06
C38 0.44623 -2.18571 -3.43363  -0.01
C39 0.32501 -1.72732 -4.74535  0.00
C40 -0.54345 -0.68924 -5.03232  0.00
C41 -1.29670 -0.10352 -4.02381  0.00
C42 -1.17050 -0.57187 -2.72722  -0.03
O3 -1.89215 -0.07291 -1.68056  0.03
C43 -3.13490 0.54584 -2.03989  0.01
H30 2.98105 -5.64594 0.34196  0.00
H31 2.66034 -7.18425 -0.50562  0.00
H32 1.87706 -6.83374 1.06133  0.00
H33 0.74557 -8.37504 -0.34679  0.00
H34 -1.13627 -9.54068 -1.41217  0.00
H35 -2.78564 -8.26810 -2.75980  0.00
H36 -2.58434 -5.79718 -2.91813  0.00
H37 -0.92361 -3.88396 -2.76163  0.00
H38 -0.75127 -4.85432 0.48176  -0.01
H39 -2.09970 -0.35565 3.05771  0.01
H40 -3.09003 -1.90406 4.66526  0.00
H41 -2.97070 -4.38225 4.24897  0.00
H42 -3.82042 -5.86453 2.22343  0.00
H43 -2.78340 -7.10402 1.46960  0.00
H44 -3.14861 -5.59384 0.60092  0.00
H45 1.13084 -2.98526 -3.19088  0.00
H46 0.92780 -2.17090 -5.52927  0.00
H47 -0.63272 -0.31233 -6.04558  0.00
H48 -1.95224 0.72688 -4.25104  0.00
H49 -3.68800 -0.11532 -2.70449  0.00
H50 -2.95531 1.50872 -2.51423  0.00
H51 -3.68074 0.69454 -1.12285  -0.01
N6 -1.11259 3.21390 -1.88369  0.00
C44 -1.53812 3.83514 -3.03279  0.00
C45 -0.94561 3.52433 -4.27055  0.00
C46 -1.42486 4.08992 -5.44229  0.00
C47 -2.49891 4.98018 -5.43175  0.00
C48 -3.07652 5.30265 -4.20835  0.00
C49 -2.60805 4.74476 -3.02490  0.00
H52 -1.32906 3.63509 -0.99417  0.00
H53 -0.21868 2.72365 -1.90549  0.00
H54 -0.09670 2.84444 -4.28306  0.00
H55 -0.94595 3.83441 -6.38190  0.00
H56 -2.86577 5.41881 -6.35051  0.00
H57 -3.90590 6.00341 -4.16993  0.00
H58 -3.06709 5.00917 -2.07612  0.00
O4 7.19591 2.21201 -5.67390  0.00
C50 6.08981 1.46264 -5.92251  0.00
O5 6.04943 0.82912 -6.94174  0.00
C51 5.01038 1.48912 -4.89175  0.00
C52 3.86250 0.74190 -5.12730  0.00
C53 2.82575 0.70902 -4.20629  0.00
C54 2.88512 1.41322 -2.98490  0.01
S1 1.65954 1.34342 -1.74689  0.02
C55 4.04614 2.18697 -2.77894  0.00
C56 5.07374 2.21811 -3.70342  0.00
H59 7.08508 2.65821 -4.82656  0.00
H60 3.80023 0.18166 -6.05381  0.00
H61 1.93933 0.12229 -4.41052  0.00
H62 4.12208 2.75448 -1.85987  0.00
H63 5.93558 2.83342 -3.45690  0.00

Atoms 1-6, force components in eV/Å:
-0.839 0.597 -0.438
0.110 0.010 -0.006
-0.017 -0.190 0.076
-0.025 -0.027 -0.107
0.328 -0.081 -0.100
-0.030 -0.010 -0.028

Its net charge is -1. The calculated total energy comes out at -4124.26376 Eh. The spin multiplicity is 3. Its expectation value of S² is 2.030. For the HOMO energy (spin up / spin down), the calculation gives -2.7 / -4.4 eV.